Formula: C4H9NO3
Source: OMol25
Level of theory: ωB97M-V/def2-TZVPD

CARTESIAN COORDINATES (ANGSTROEM)
H1 1.15 -0.97 -2.97
H2 3.68 0.75 -0.35
H3 1.32 -0.77 -0.38
H4 -0.21 -1.97 0.50
N1 -1.15 1.29 -0.33
H5 0.95 -1.74 1.84
O1 1.62 0.49 1.22
H6 0.73 1.34 -1.13
C1 0.86 -0.20 0.40
O2 1.53 -0.67 -2.16
C2 0.14 -1.29 1.24
O3 -2.62 -0.07 0.79
C3 0.04 0.73 -0.54
H7 3.56 1.37 -0.70
H8 -1.79 -0.49 -1.06
C4 -1.86 0.16 -0.14
H9 -0.62 -0.89 1.95

- Frontier orbital gap: 5.35 eV

Atom charges from the natural (NBO) analysis, given in e for atoms 1 to 4:
1. H 0.448
2. H -0.005
3. H 0.418
4. H 0.224

Formula: C4H12CsNO
Source: OMol25
Level of theory: ωB97M-V/def2-TZVPD

CARTESIAN COORDINATES (ANGSTROEM)
H1 2.32 1.55 0.29
H2 2.35 0.41 -1.06
H3 0.17 -2.12 0.42
H4 -3.39 -0.40 -0.16
C1 0.99 -0.13 0.54
H5 1.57 -2.00 -0.45
Cs1 -3.48 3.43 1.34
H6 -2.51 -0.15 -1.66
O1 -1.35 -0.36 0.10
H7 1.61 -2.07 1.19
C2 2.27 0.49 0.03
N1 1.09 -1.66 0.39
C3 -2.51 0.08 -0.59
H8 -0.03 0.05 -1.40
C4 -0.17 0.29 -0.34
H9 3.16 0.02 0.44
H10 0.87 0.04 1.60
H11 -2.73 1.14 -0.43
H12 -0.23 1.38 -0.28

- Charge: +2
- Frontier orbital gap: 11.09 eV

Atom charges from the natural (NBO) analysis, given in e for atoms 1 to 4:
1. H 0.259
2. H 0.234
3. H 0.457
4. H 0.221

Formula: C22H32Cl2N2O4
Source: OMol25
Level of theory: ωB97M-V/def2-TZVPD

CARTESIAN COORDINATES (ANGSTROEM)
H1 2.63 -0.28 -2.55
C1 0.37 -5.63 0.13
H2 2.76 0.85 -1.18
H3 3.16 -2.18 -1.08
O1 0.36 -0.44 3.85
C2 3.75 0.14 2.91
H4 4.42 -0.96 -1.02
H5 -5.11 2.48 -1.91
C3 -2.79 5.54 -1.80
C4 0.16 -2.64 -0.77
H6 -1.52 -4.61 0.18
C5 -0.03 0.68 3.66
H7 4.01 1.11 3.34
H8 -1.30 1.98 2.56
C6 -2.29 4.28 -1.50
H9 -2.11 -0.12 1.70
H10 4.48 -0.59 3.25
H11 0.30 -4.21 -2.24
H12 -1.51 -0.30 -0.63
O2 -0.03 1.61 4.62
H13 1.06 -1.85 -2.55
H14 -6.01 4.74 -2.41
H15 1.11 -5.96 -0.60
H16 2.78 -0.16 3.29
C7 3.39 -1.17 -0.74
H17 4.73 0.45 1.02
H18 3.06 1.01 1.08
C8 -4.97 4.60 -2.15
C9 -0.99 0.46 -0.05
C10 -4.13 5.71 -2.11
C11 -4.47 3.35 -1.87
C12 3.73 0.21 1.39
C13 -2.65 1.79 -1.25
N1 1.08 -0.34 -1.16
H19 -0.47 -0.79 1.63
H20 -1.24 4.18 -1.29
O3 -3.14 0.82 -1.79
C14 3.27 -1.11 0.79
C15 -3.13 3.18 -1.53
C16 2.49 -0.17 -1.47
H21 2.23 -1.29 1.08
H22 -0.53 -2.33 0.01
C17 -1.07 0.11 1.45
C18 -0.82 -4.99 -0.57
H23 0.34 1.26 5.44
N2 -1.67 1.70 -0.33
C19 0.48 0.64 -0.46
H24 -1.34 -5.75 -1.15
H25 1.10 -2.93 -0.30
H26 -1.32 -3.52 -2.05
Cl1 -1.73 6.90 -1.77
O4 1.05 1.66 -0.12
H27 -1.22 2.53 0.02
H28 0.31 1.71 1.87
C20 0.42 -1.49 -1.74
H29 3.87 -1.92 1.21
Cl2 -4.76 7.27 -2.46
H30 0.05 -6.49 0.70
C21 -0.43 -3.84 -1.51
H31 0.85 -4.93 0.81
C22 -0.55 1.22 2.35
H32 -0.53 -1.18 -2.20

- Frontier orbital gap: 9.77 eV
- SMILES: CCCCCN(CCCCC)C(=O)[C@@H](CCC(=O)O)NC(=O)c1ccc(Cl)c(Cl)c1

Atom charges from the natural (NBO) analysis, given in e for atoms 1 to 4:
1. H 0.195
2. C -0.609
3. H 0.243
4. H 0.195

Formula: C5H6O
Source: OMol25
Level of theory: ωB97M-V/def2-TZVPD

CARTESIAN COORDINATES (ANGSTROEM)
C1 1.57 -0.92 -1.29
H1 2.66 -1.15 -1.23
H2 1.43 0.27 0.48
O1 1.00 -0.95 -2.35
H3 1.10 -1.43 0.71
C2 -1.78 1.52 1.22
H4 -1.09 -0.87 -0.91
C3 -1.20 0.51 0.64
H5 -2.25 1.51 2.20
H6 -1.79 2.43 0.63
C4 -0.56 -0.34 -0.12
C5 0.91 -0.59 0.02

- Frontier orbital gap: 10.51 eV
- SMILES: C=C=CCC=O

Atom charges from the natural (NBO) analysis, given in e for atoms 1 to 4:
1. C 0.447
2. H 0.109
3. H 0.243
4. O -0.517

Formula: C6H9NO
Source: OMol25
Level of theory: ωB97M-V/def2-TZVPD

CARTESIAN COORDINATES (ANGSTROEM)
H1 -0.17 3.04 -0.04
H2 -2.15 1.63 0.86
H3 -0.07 -2.08 0.56
H4 0.64 -0.18 1.99
C1 0.94 1.21 0.40
C2 0.46 -0.12 0.96
H5 -0.35 -1.37 -2.93
C3 -0.13 -1.48 -1.81
C4 -0.11 1.98 0.17
H6 -1.94 1.01 -0.63
C5 -1.40 1.19 0.29
O1 -1.06 -0.05 0.89
H7 -0.95 -2.07 -1.31
H8 1.94 1.60 0.28
H9 1.79 -1.79 0.64
C6 0.82 -1.35 0.25
N1 0.90 -1.14 -1.15

- Frontier orbital gap: 10.22 eV
- SMILES: C=NC[C@H]1C=CCO1

Atom charges from the natural (NBO) analysis, given in e for atoms 1 to 4:
1. H 0.213
2. H 0.176
3. H 0.188
4. H 0.198

Formula: C41H56Cl2LaN7O6S
Source: OMol25
Level of theory: ωB97M-V/def2-TZVPD

CARTESIAN COORDINATES (ANGSTROEM)
H1 -1.79 4.95 1.09
H2 -3.08 2.91 6.01
H3 3.10 -3.71 -0.97
C1 0.75 -4.04 -3.45
H4 3.09 -6.01 -2.77
H5 -0.89 -2.03 -1.23
H6 0.73 5.09 0.26
C2 3.02 -5.04 -3.32
H7 -6.56 -2.89 -0.84
C3 3.26 3.11 0.01
C4 -1.95 -1.06 4.06
C5 -5.85 -0.85 -0.33
H8 1.50 -0.55 2.60
H9 -1.44 -4.18 2.75
H10 -3.64 2.54 -0.97
H11 -4.76 0.82 0.41
C6 2.66 1.75 -2.13
H12 -5.02 -2.84 -0.08
O1 -0.19 3.81 -3.10
C7 -1.48 -2.99 -3.74
H13 3.99 -2.40 -0.52
N1 -1.92 1.65 4.09
H14 2.77 -5.25 -4.38
H15 -0.32 1.87 -6.26
H16 3.15 6.24 -0.19
C8 2.90 3.18 -1.53
H17 3.65 3.57 -2.19
H18 5.72 -3.25 2.86
H19 -2.10 -2.11 -3.48
H20 -2.27 -0.52 4.94
H21 -2.31 -3.01 4.88
C9 1.65 4.09 -1.56
O2 1.75 1.08 -1.45
Cl1 -0.46 0.06 -4.78
H22 5.77 -1.12 3.12
C10 -0.91 1.69 -5.37
N2 -2.80 3.46 5.19
H23 -3.83 2.43 -2.74
N3 -1.23 1.88 1.86
C11 2.41 -3.19 1.76
H24 3.92 -0.69 -0.19
H25 4.90 4.58 -0.20
C12 1.24 -2.55 -1.00
C13 -2.17 2.96 4.12
H26 -2.89 4.47 5.29
O3 1.91 3.26 0.72
H27 3.47 -4.30 3.23
C14 -5.71 2.30 -1.74
C15 -0.03 -2.55 -1.70
C16 3.56 -3.28 2.76
Cl2 -2.63 1.69 -5.87
C17 -4.57 -0.12 -0.15
H28 5.08 -4.04 1.41
N4 -1.23 -0.97 1.80
C18 -1.58 -0.32 2.90
H29 -5.71 3.39 -1.91
H30 -1.26 -2.83 -4.83
N5 1.39 -1.69 0.01
C19 -1.53 3.21 1.96
C20 -4.20 2.04 -1.79
C21 -6.57 1.70 -2.87
H31 -3.86 -0.72 0.40
H32 2.56 0.25 1.47
H33 -6.87 0.66 -2.66
H34 1.42 -3.28 2.23
C22 2.91 5.36 0.42
H35 -0.72 2.47 -4.62
H36 -1.28 3.63 0.00
H37 -6.53 -0.35 -1.02
H38 -2.10 -3.88 -3.63
H39 -6.12 2.16 -0.74
H40 0.60 -4.64 -4.38
C23 4.98 -0.84 2.41
H41 1.79 4.96 -2.19
H42 -7.48 2.27 -3.04
H43 -5.07 -2.30 -1.76
N6 -1.44 4.04 0.90
H44 -6.05 1.74 -3.86
C24 -1.53 1.13 2.94
La1 -0.10 0.57 -0.21
C25 2.46 -0.66 2.04
O4 -0.31 2.63 -1.18
C26 -1.57 -3.10 2.85
C27 3.45 -2.18 3.82
H45 3.98 -4.55 -3.26
C28 -0.20 -3.14 -2.95
C29 -1.93 -2.44 4.02
H46 3.55 0.00 3.77
N7 -1.90 3.81 3.11
C30 2.49 -1.82 1.03
O5 -2.20 0.45 -1.13
H47 3.67 2.16 0.32
H48 4.28 -2.26 4.53
C31 4.92 -3.23 2.09
C32 3.88 -1.69 0.31
C33 5.00 -1.92 1.31
C34 2.17 -3.51 -1.53
H49 2.82 5.75 1.44
C35 1.65 4.58 -0.06
H50 -0.79 -2.78 0.90
H51 -6.37 -0.86 0.65
C36 4.07 4.32 0.46
H52 5.94 -1.79 0.78
C37 3.61 -0.84 3.09
C38 -1.19 -2.31 1.80
C39 0.30 3.47 -2.02
C40 -5.63 -2.30 -0.80
S1 -3.65 0.33 -1.66
O6 3.37 1.29 -3.01
H53 5.24 0.11 2.00
H54 2.52 -4.01 1.02
C41 1.94 -4.19 -2.71
H55 2.48 -2.15 4.32
H56 4.38 4.18 1.49

- Frontier orbital gap: 4.66 eV

Atom charges from the Mulliken analysis, given in e for atoms 1 to 4:
1. H 0.216
2. H 0.244
3. H 0.607
4. C -1.166

Short version: energy above the lowest of the compared OMol25 structures with the same formula, charge and spin = 265.8, 0.0, 3.0, 41.4, 62.9, 28.2 kcal/mol, in the order given.